(1)
The ion C5H11N2 with charge +1 in a non-equilibrium geometry, computed with ωB97M-V/def2-TZVPD.

Structure (XYZ):
```
18
Properties=species:S:1:pos:R:3:forces:R:3
H -0.414 -2.953 0.650 -0.7 0.1 -0.3
N -0.660 -1.081 -0.477 -1.1 1.4 2.9
C 0.698 0.810 -1.342 1.6 0.8 -2.0
H 0.397 0.736 -2.424 -0.8 0.4 1.1
H 0.637 -1.461 2.664 0.6 -1.7 1.1
H -1.694 -0.947 -0.519 0.7 -0.6 -0.3
C 0.420 -1.307 1.655 -1.8 4.1 -2.5
C -0.294 -1.878 0.694 1.3 -1.7 1.1
H 1.057 1.826 -1.111 -0.3 -0.3 -0.3
H 1.568 0.222 -1.413 1.4 -0.9 0.4
H 0.122 0.811 2.254 0.6 -0.7 -2.1
N -1.324 1.164 -0.165 -2.0 1.8 -1.4
C 0.590 0.213 1.357 -2.8 -0.8 -0.9
H 1.626 0.400 1.308 1.2 0.7 -0.3
H -1.608 1.615 -1.125 0.6 -0.6 3.0
C -0.195 0.388 -0.280 1.3 -0.7 4.2
H -1.346 1.730 0.695 -0.4 -0.1 -1.2
H -0.260 -1.449 -1.275 0.7 -1.2 -2.4
```
Forces are in eV/Å.

Computed properties:
Net charge   +1
Total energy   -8334.9586 eV
Multiplicity   1
HOMO   -14.4 eV
Energy above the lowest of the compared OMol25 structures with the same formula, charge and spin   49.8 kcal per mole
Orbital gap   11.5 eV



(2)
The molecule C5H8OS in a non-equilibrium geometry, computed with ωB97M-V/def2-TZVPD.

Structure (XYZ):
```
15
Properties=species:S:1:pos:R:3:forces:R:3
C -0.967 -1.480 0.608 0.6 2.4 1.7
S 2.000 -1.135 1.192 -2.4 -0.2 -0.3
H -0.909 2.335 0.633 1.8 -2.1 -0.2
H -0.388 0.564 -2.395 3.4 -0.4 1.7
C -0.144 1.428 0.741 -0.8 -0.2 1.8
H -0.512 0.732 1.631 0.5 2.4 -0.9
H -0.850 -2.314 0.030 -0.4 -3.4 -0.2
H 0.942 1.756 1.030 -2.1 -0.5 -0.7
H 1.519 1.002 -1.572 -2.0 0.0 -0.5
C -0.085 0.242 -0.258 1.2 -1.3 0.4
O -1.310 -0.533 -0.378 -0.9 2.0 -0.3
H 1.256 -0.657 -1.891 -2.6 1.8 0.4
C 0.585 0.333 -1.632 0.7 -0.7 -1.0
C 0.432 -0.904 0.707 2.7 1.2 -0.8
H -1.570 -1.369 1.554 0.4 -0.9 -1.1
```
Forces are in eV/Å.

Computed properties:
Total energy   -18193.4544 eV
Multiplicity   1
HOMO   -8.7 eV
Energy above the lowest of the compared OMol25 structures with the same formula, charge and spin   88.7 kcal per mole
Orbital gap   8.4 eV



(3)
A structure of composition C16H24CaF3N2O17 in a non-equilibrium geometry, computed with ωB97M-V/def2-TZVPD.

Structure (XYZ):
```
63
Properties=species:S:1:pos:R:3:forces:R:3
H -6.723 -12.458 0.642 -0.1 0.1 0.0
H -14.085 -18.271 1.329 0.2 -0.1 -0.1
O -12.535 -12.937 4.821 0.2 -0.4 -0.1
O -9.660 -10.202 6.877 -0.1 -0.4 0.5
F -9.077 -9.756 1.423 -0.1 -0.2 0.2
H -15.395 -18.014 5.950 0.5 0.0 -0.1
H -13.784 -18.537 3.007 -0.3 0.4 0.4
C -13.692 -17.523 7.352 -1.4 -1.0 -1.5
C -13.355 -12.654 4.015 0.4 1.2 -0.5
H -15.711 -18.290 7.663 0.5 -0.7 -0.1
H -13.706 -11.766 -0.008 0.2 0.5 0.6
C -15.143 -17.678 6.954 -1.8 0.5 1.1
F -8.964 -11.623 0.372 -0.5 -0.2 0.2
Ca -10.187 -13.479 5.489 1.3 3.0 0.1
C -13.694 -17.785 2.228 0.3 -0.5 -1.3
H -6.314 -12.814 3.407 -0.5 -0.7 -0.8
C -15.394 -12.723 2.972 1.8 0.5 0.2
H -5.067 -12.519 1.156 0.1 0.1 0.1
C -11.974 -16.187 6.651 -0.7 -1.4 0.0
O -11.184 -15.317 6.464 -1.2 0.1 0.8
O -5.956 -13.942 6.439 -0.9 0.4 -0.1
H -8.720 -12.855 2.589 0.3 -0.1 -1.0
H -16.194 -12.013 3.153 -0.6 -0.8 0.0
O -11.668 -17.456 6.403 1.5 -0.8 -1.5
C -12.799 -18.309 6.362 0.9 0.0 2.2
H -15.081 -12.758 0.225 -0.5 0.5 0.4
C -11.114 -15.631 2.882 -0.1 1.1 2.0
N -10.655 -10.735 7.367 0.8 2.1 -1.3
O -11.887 -16.655 3.229 0.1 -1.0 -0.1
O -11.501 -10.010 7.946 -0.1 -1.6 0.2
C -8.846 -11.782 2.794 0.9 0.4 3.3
F -10.764 -11.074 1.530 -0.1 -0.4 -0.5
C -6.391 -11.947 2.743 0.7 2.3 1.2
C -9.418 -11.059 1.534 0.2 0.7 0.6
H -15.728 -16.771 7.138 0.5 0.5 -0.4
C -12.051 -16.322 0.973 -0.5 -0.6 -0.6
O -6.824 -11.945 6.404 0.1 -1.0 0.0
H -11.554 -18.232 1.960 -0.1 0.0 -0.2
H -13.619 -17.723 8.421 0.6 -0.2 -0.1
H -13.239 -18.470 5.379 0.1 0.6 -0.2
O -10.548 -14.962 3.709 0.0 -0.6 -1.4
O -11.182 -15.397 1.592 0.7 0.6 -1.2
H -14.265 -16.861 2.304 -0.2 -0.2 0.7
O -9.472 -11.652 3.986 -1.3 -1.0 -1.6
H -15.607 -13.690 2.517 -0.6 0.0 0.3
H -5.837 -10.947 0.919 -0.2 0.1 0.1
C -14.356 -11.961 2.153 -0.7 0.8 -2.5
O -14.667 -12.890 4.191 -0.5 -0.7 0.2
H -13.605 -13.369 0.594 0.5 0.1 0.8
O -13.120 -11.984 2.831 -0.9 -1.0 1.6
C -12.245 -17.390 2.027 -0.7 0.2 1.0
H -5.618 -11.311 3.198 0.1 -0.1 0.1
C -14.159 -12.432 0.724 -0.3 -1.4 -1.3
O -13.262 -16.201 7.104 0.8 2.1 0.0
H -11.659 -16.707 0.033 0.4 0.1 0.2
H -13.008 -15.860 0.715 0.1 0.3 0.2
C -5.999 -11.958 1.290 0.0 -1.3 -0.6
H -14.824 -10.977 2.056 1.0 0.6 0.3
O -7.535 -11.161 3.016 -0.3 -0.8 -1.4
H -12.386 -19.256 6.707 -0.5 -0.1 0.2
O -10.812 -11.986 7.168 -1.0 -0.4 0.6
N -6.951 -13.171 6.424 1.5 1.0 0.1
O -8.115 -13.665 6.452 -0.7 -0.9 -0.2
```
Forces are in eV/Å.

Computed properties:
Net charge   -1
Total energy   -81357.0282 eV
Multiplicity   1
HOMO   -4.4 eV
Orbital gap   5.6 eV



(4)
A cluster of 2 separate species, C5H10N2O2 in total in a non-equilibrium geometry, computed with ωB97M-V/def2-TZVPD.

Structure (XYZ):
```
19
Properties=species:S:1:pos:R:3:forces:R:3
O 1.905 -0.644 1.704 -1.8 0.0 0.1
O 1.098 0.808 0.066 0.0 -2.1 0.6
H -2.788 -0.226 0.756 0.0 0.1 0.0
N 1.507 -1.535 -0.301 -1.5 0.9 -0.2
H -2.022 -1.738 1.237 0.3 0.1 0.2
H 2.282 -2.163 -0.168 -0.4 0.0 -0.1
H -2.047 -0.629 -3.034 0.1 -0.3 0.2
H -1.317 1.047 -2.993 0.1 0.2 0.0
C -1.185 -0.060 -1.232 -0.4 -2.7 1.7
H 0.543 2.501 1.164 -0.2 -0.2 -0.2
C 1.311 -0.569 0.649 4.7 2.4 -0.6
H -1.332 -0.147 1.762 -0.1 -0.3 0.3
H 1.895 1.613 1.837 -0.2 -0.3 -0.2
C -1.492 0.114 -2.485 0.0 1.2 -0.6
C -1.827 -0.701 0.964 -0.4 0.5 -0.1
H 0.865 -1.500 -1.083 0.8 -0.5 0.1
H 2.131 2.599 0.444 -0.1 -0.3 -0.6
C 1.419 1.904 0.895 0.3 0.3 1.1
N -0.944 -0.674 -0.181 -1.2 1.2 -1.7
```
Forces are in eV/Å.

Computed properties:
Total energy   -12419.4604 eV
Multiplicity   1
HOMO   -9.1 eV
Energy above the lowest of the compared OMol25 structures with the same formula, charge and spin   92.5 kcal per mole
Orbital gap   9.8 eV



(5)
The ion C6H13N2 with charge +1 in a non-equilibrium geometry, computed with ωB97M-V/def2-TZVPD.

Structure (XYZ):
```
21
Properties=species:S:1:pos:R:3:forces:R:3
H 3.207 -0.321 -0.229 -1.1 0.4 0.0
H 2.021 -0.097 -2.486 0.2 0.3 -0.2
C -1.688 -0.027 -0.404 -0.7 1.1 0.4
H -1.749 -2.210 -0.292 -1.3 1.2 0.6
N -0.243 0.953 -0.041 -3.4 -0.6 2.2
N 1.404 -0.522 0.844 -1.6 -2.6 1.0
H -1.925 2.238 -0.264 -0.2 -0.2 -0.7
H 1.972 1.021 -0.204 0.8 -0.2 -0.8
H 1.064 -1.522 0.683 0.6 1.7 0.6
C 0.302 0.342 1.209 0.9 -1.7 -0.3
H -2.783 -1.196 1.046 0.5 -0.5 0.8
H -1.929 1.559 1.379 0.8 -1.1 -1.8
H -1.790 0.088 -1.491 0.8 -0.9 0.2
C 2.107 -0.074 -0.314 2.0 0.6 -0.2
H 0.637 1.137 1.895 0.1 0.3 -0.7
C -2.101 -1.251 0.214 1.6 1.1 -2.5
C 1.566 -0.584 -1.639 -1.1 -0.6 0.0
H 1.688 -1.683 -1.811 0.1 0.8 0.5
H -0.468 -0.235 1.760 0.7 0.6 -0.2
C -1.610 1.355 0.275 -0.3 0.7 1.4
H 0.478 -0.369 -1.658 0.8 -0.3 -0.4
```
Forces are in eV/Å.

Computed properties:
Net charge   +1
Total energy   -9400.1431 eV
Multiplicity   1
HOMO   -13.0 eV
Energy above the lowest of the compared OMol25 structures with the same formula, charge and spin   155.1 kcal per mole
Orbital gap   5.0 eV



(6)
The molecule C6H12N2 in a non-equilibrium geometry, computed with ωB97M-V/def2-TZVPD.

Structure (XYZ):
```
20
Properties=species:S:1:pos:R:3:forces:R:3
H 2.301 0.984 0.786 0.0 0.1 0.0
C -0.291 -0.247 1.061 -0.4 1.2 -2.9
H -2.173 0.739 -1.890 0.0 0.1 0.0
H 0.259 0.434 1.718 -0.1 0.0 -0.1
H -2.592 -0.524 -0.727 0.0 -0.1 0.1
H 1.907 1.450 -0.874 0.0 0.0 0.1
C 1.684 -0.639 -0.479 -0.8 -0.6 0.9
H -1.714 -1.715 1.231 0.1 0.0 0.0
H -1.962 -0.428 2.219 0.1 0.0 0.0
H -0.211 2.309 0.507 -0.1 -0.3 0.3
C -0.857 0.639 -0.225 -1.4 0.4 3.1
N -1.251 -1.015 1.798 -0.1 0.0 0.2
C -1.765 -0.016 -1.224 0.4 -0.3 -0.2
H 0.171 -2.035 -0.053 0.1 -0.1 -0.2
C 0.561 -1.046 0.154 2.0 -0.9 0.1
H 2.157 -1.326 -1.166 -0.1 -0.1 -0.1
H 3.413 0.612 -0.543 0.1 0.0 0.1
N -0.793 1.899 -0.221 0.6 0.6 -0.9
C 2.365 0.669 -0.258 -0.1 0.2 -0.1
H -1.210 -0.746 -1.812 -0.1 -0.1 -0.1
```
Forces are in eV/Å.

Computed properties:
Total energy   -9395.3223 eV
Multiplicity   1
HOMO   -8.3 eV
Energy above the lowest of the compared OMol25 structures with the same formula, charge and spin   35.2 kcal per mole
Orbital gap   9.3 eV



(7)
The molecule C7H11NO in a non-equilibrium geometry, computed with ωB97M-V/def2-TZVPD.

Structure (XYZ):
```
20
Properties=species:S:1:pos:R:3:forces:R:3
C -0.398 -0.094 0.374 0.0 -1.2 -0.8
N -2.802 0.895 0.303 2.8 -0.3 1.7
H 1.811 -0.978 -0.981 -0.3 1.0 -0.1
H 1.489 2.779 -0.466 0.5 -0.9 0.6
C 0.848 2.103 0.141 0.1 1.4 1.7
H 1.140 1.990 1.272 -0.2 0.6 -2.2
H -0.054 2.682 0.063 -0.9 0.1 0.5
H 2.264 -0.271 0.494 0.3 1.3 -1.3
C 1.881 0.059 -0.539 2.4 -3.8 0.5
H -1.830 -2.924 0.130 0.9 -0.1 0.3
H -0.142 -2.818 1.032 -0.6 0.0 -0.3
C -0.741 -2.636 0.109 -0.4 0.5 0.1
C -0.822 -1.291 -0.451 0.0 0.5 -0.9
H -0.372 -3.182 -0.759 0.1 -0.6 0.1
C -1.737 0.456 0.531 -1.0 0.6 -0.8
O -3.800 1.513 0.466 -1.9 0.5 -0.7
C 0.640 0.756 -0.433 -2.6 -0.2 1.4
H 0.201 0.765 -1.384 -0.7 0.5 -1.6
H -0.059 -0.449 1.328 0.7 0.3 1.0
H 2.484 0.645 -1.231 0.9 -0.2 0.7
```
Forces are in eV/Å.

Computed properties:
Total energy   -10967.5270 eV
Multiplicity   1
HOMO   -8.5 eV
Energy above the lowest of the compared OMol25 structures with the same formula, charge and spin   178.7 kcal per mole
Orbital gap   8.2 eV



(8)
The ion C16H27ClNO2 with charge +1, computed with ωB97M-V/def2-TZVPD.

Structure (XYZ):
```
47
Properties=species:S:1:pos:R:3:forces:R:3
C -0.988 -1.097 2.080 0.2 0.0 -0.3
H -2.873 -0.604 4.089 -0.1 0.0 0.0
N -0.152 0.582 -2.296 0.0 -0.4 0.3
H -2.182 -2.038 0.569 -0.1 0.0 0.0
H -3.107 -1.245 1.848 -0.1 0.0 0.0
H -2.070 -2.126 4.451 -0.1 -0.1 0.0
H -2.457 1.167 -1.019 0.0 -0.1 0.1
H 1.932 0.137 0.851 0.1 0.0 -0.1
C 1.455 2.697 -0.747 -0.2 0.0 0.1
C -0.679 1.947 -1.965 -0.4 0.6 0.3
H 1.791 3.158 0.178 0.1 0.0 0.1
C 0.996 0.512 -3.229 0.7 -0.4 -0.2
Cl 0.539 0.475 5.439 0.1 0.1 0.1
H -2.308 -2.774 2.170 -0.1 -0.1 0.0
C 1.733 -0.812 -3.010 0.0 0.2 0.0
H -0.276 1.771 0.140 -0.1 0.0 0.0
H 0.462 -3.087 0.188 -0.1 0.0 0.0
H 1.086 -1.662 -3.251 0.0 0.0 0.0
C 0.022 -0.783 1.173 0.0 0.0 0.1
H -0.426 2.609 -2.798 0.1 -0.2 0.0
H 1.680 1.329 -3.002 -0.2 0.0 0.0
H -0.050 -2.678 -1.462 0.1 0.0 0.1
H -0.925 0.027 -2.676 0.2 0.1 0.1
C 0.514 -2.324 -0.593 0.4 -0.2 -0.4
H 2.614 -0.853 -3.660 -0.2 0.0 0.0
H 2.380 -2.904 -1.542 0.0 0.0 0.0
C 1.301 0.280 2.888 0.0 0.0 0.1
O -0.141 -1.129 -0.183 0.0 0.2 0.6
H 2.181 0.811 3.212 0.1 0.1 0.1
H 1.706 3.371 -1.562 0.1 0.1 -0.1
C 0.304 -0.027 3.802 0.0 -0.1 -0.3
H 2.006 1.768 -0.867 0.1 -0.1 0.0
C -2.215 -1.831 1.635 0.0 0.0 -0.1
H -0.534 3.413 -0.433 -0.1 0.0 0.0
H -2.650 1.492 -2.753 -0.1 -0.1 -0.1
C -1.927 -1.048 4.397 0.0 0.0 0.1
C 1.987 -2.062 -0.963 -0.3 -0.1 0.3
C -0.050 2.466 -0.672 0.3 0.0 -0.3
H 0.120 0.087 -1.395 -0.3 0.2 -0.5
H -1.680 -0.681 5.387 -0.1 0.0 0.0
H 0.655 0.604 -4.260 -0.1 0.1 0.1
C -0.849 -0.713 3.419 0.2 0.1 0.1
C 1.162 -0.099 1.569 -0.1 -0.1 -0.1
H -2.615 2.817 -1.606 0.0 0.1 0.0
H 2.586 -1.947 -0.058 0.0 -0.1 -0.1
O 2.134 -0.837 -1.652 0.0 0.3 -0.2
C -2.192 1.842 -1.830 0.2 0.0 -0.1
```
Forces are in eV/Å.

Computed properties:
Net charge   +1
Total energy   -35131.8300 eV
Multiplicity   1
HOMO   -11.6 eV
Energy above the lowest of the compared OMol25 structures with the same formula, charge and spin   4.4 kcal per mole
Orbital gap   9.1 eV



Q: Which formula does entry 3 have?
A: C16H24CaF3N2O17



Please write out number 7 again, unchanged.
The molecule C7H11NO in a non-equilibrium geometry, computed with ωB97M-V/def2-TZVPD.

Structure (XYZ):
```
20
Properties=species:S:1:pos:R:3:forces:R:3
C -0.398 -0.094 0.374 0.0 -1.2 -0.8
N -2.802 0.895 0.303 2.8 -0.3 1.7
H 1.811 -0.978 -0.981 -0.3 1.0 -0.1
H 1.489 2.779 -0.466 0.5 -0.9 0.6
C 0.848 2.103 0.141 0.1 1.4 1.7
H 1.140 1.990 1.272 -0.2 0.6 -2.2
H -0.054 2.682 0.063 -0.9 0.1 0.5
H 2.264 -0.271 0.494 0.3 1.3 -1.3
C 1.881 0.059 -0.539 2.4 -3.8 0.5
H -1.830 -2.924 0.130 0.9 -0.1 0.3
H -0.142 -2.818 1.032 -0.6 0.0 -0.3
C -0.741 -2.636 0.109 -0.4 0.5 0.1
C -0.822 -1.291 -0.451 0.0 0.5 -0.9
H -0.372 -3.182 -0.759 0.1 -0.6 0.1
C -1.737 0.456 0.531 -1.0 0.6 -0.8
O -3.800 1.513 0.466 -1.9 0.5 -0.7
C 0.640 0.756 -0.433 -2.6 -0.2 1.4
H 0.201 0.765 -1.384 -0.7 0.5 -1.6
H -0.059 -0.449 1.328 0.7 0.3 1.0
H 2.484 0.645 -1.231 0.9 -0.2 0.7
```
Forces are in eV/Å.

Computed properties:
Total energy   -10967.5270 eV
Multiplicity   1
HOMO   -8.5 eV
Energy above the lowest of the compared OMol25 structures with the same formula, charge and spin   178.7 kcal per mole
Orbital gap   8.2 eV